Arrangement A

Formula: C4H13N3
Source: OMol25
Level of theory: ωB97M-V/def2-TZVPD

XYZ file:
```
20
Properties=species:S:1:pos:R:3:lowdin_charge:R:1
N -1.46170 -1.12733 1.48304 -0.014
C -0.32836 -0.47960 2.19607 -0.284
C 0.27793 0.70218 1.42947 -0.214
N 0.93209 0.13285 0.19001 -0.077
C 0.75365 1.07015 -0.96061 -0.219
C 0.46868 0.20127 -2.27126 -0.252
N -0.75181 -0.66302 -2.22129 -0.026
H -1.81792 -2.08363 1.66488 0.079
H -1.14454 -1.04103 0.53539 0.003
H -0.69186 -0.21283 3.17554 0.091
H 0.48341 -1.18943 2.37736 0.096
H 0.88742 1.30124 2.05395 0.088
H -0.53087 1.41072 1.03773 0.122
H 1.91721 -0.13843 0.41496 0.126
H 1.62797 1.64782 -1.26488 0.093
H -0.09927 1.77330 -0.80475 0.105
H 1.35826 -0.42889 -2.37372 0.094
H 0.48273 0.72428 -3.23118 0.092
H -0.71992 -1.39855 -1.58151 0.003
H -1.64310 -0.20108 -1.84920 0.095
```

**Kohn-Sham gap**: 9.9 eV
**SMILES**: NCCNCCN
**Charge**: 0
**E_LUMO**: 1.11 eV



Arrangement B

Formula: C4H13N3
Source: OMol25
Level of theory: ωB97M-V/def2-TZVPD

XYZ file:
```
20
Properties=species:S:1:pos:R:3:lowdin_charge:R:1
N 3.64859 -0.56971 -0.89916 0.017
C -3.15369 0.82451 -0.47920 -0.093
C -2.18190 -0.34750 -0.93936 -0.289
N -1.38500 -0.86329 0.12657 0.045
C -0.54887 0.05894 0.77721 -0.221
C 0.99278 0.17342 0.39376 -0.368
N 1.91914 0.44485 1.37183 0.020
H -2.64702 1.78537 -0.33439 0.057
H 4.49418 -1.02729 -0.56816 0.009
H -3.53904 0.52457 0.50628 0.071
H -4.03407 0.96085 -1.11240 0.066
H -1.68179 0.10291 -1.81558 0.120
H -2.81127 -1.20670 -1.19576 0.099
H 3.96140 0.11578 -1.57561 0.005
H -0.53051 -0.32984 1.78030 0.121
H -0.90338 1.09617 0.64748 0.115
H 1.06930 0.63109 -0.61806 0.129
H 1.20935 -0.87758 0.19321 0.099
H 3.23266 -0.15125 -0.05779 -0.042
H 2.10259 1.45774 1.45167 0.040
```

**Kohn-Sham gap**: 5.8 eV
**Charge**: 0
**E_LUMO**: -2.32 eV



Which is most stable, and by how much? arrangement A, by 4.415 eV.



Arrangement A

Formula: C20H27FN4O4
Source: OMol25
Level of theory: ωB97M-V/def2-TZVPD

XYZ file:
```
56
Properties=species:S:1:pos:R:3:lowdin_charge:R:1
C 0.00497 4.51425 1.16785 -0.066
C -0.39734 3.18923 0.53438 -0.205
N -0.15570 2.04057 1.40346 -0.019
C 1.23570 1.77418 1.76217 -0.106
C 2.11411 1.26523 0.62381 -0.330
C 3.58732 1.38180 0.99621 -0.036
N 1.73417 -0.11892 0.38677 0.127
C 2.13499 -0.81777 -0.69403 -0.420
O 2.84415 -0.34609 -1.57426 0.055
C 1.65297 -2.22173 -0.70909 -0.146
C 0.80111 -2.88061 0.16125 0.057
C 0.71702 -4.16654 -0.37857 -0.413
O -0.01859 -5.19080 0.11104 0.066
N 1.45343 -4.30723 -1.46457 0.145
N 2.01989 -3.10429 -1.66258 -0.131
C 2.87116 -2.91523 -2.82234 -0.008
C -1.03992 1.00662 1.53692 -0.372
O -0.69688 -0.07916 1.98132 0.057
C -2.52473 1.24866 1.19296 -0.272
C -2.83895 1.15537 -0.30922 -0.075
C -2.13016 0.07518 -1.08694 -0.214
C -1.09458 0.40149 -1.95576 -0.026
C -0.49472 -0.55873 -2.75945 -0.006
C -0.95570 -1.85458 -2.67683 -0.288
F -0.40522 -2.79056 -3.47636 0.060
C -1.95473 -2.22878 -1.79923 0.002
C -2.53713 -1.25516 -1.00423 -0.007
O -3.32990 0.29263 1.82697 -0.141
C -3.36779 0.41116 3.23655 -0.077
H -0.28834 5.33361 0.51104 0.079
H -0.49215 4.64883 2.12921 0.085
H 1.08038 4.59308 1.32224 0.067
H -1.45451 3.22767 0.30026 0.093
H 0.13070 3.05351 -0.41434 0.113
H 1.66281 2.70190 2.14293 0.117
H 1.24343 1.05486 2.57929 0.137
H 1.93704 1.84080 -0.29008 0.140
H 3.87269 2.42970 1.10675 0.081
H 3.78247 0.86560 1.93855 0.089
H 4.20328 0.93585 0.21817 0.076
H 1.03754 -0.51473 1.00319 0.097
H 0.28518 -2.49457 1.02440 0.112
H 0.13333 -5.95072 -0.46441 0.108
H 2.42142 -2.20716 -3.51484 0.081
H 3.84552 -2.53856 -2.52363 0.087
H 2.96383 -3.88900 -3.29332 0.088
H -2.80298 2.25087 1.55309 0.150
H -3.91762 0.99616 -0.35822 0.133
H -2.64635 2.11330 -0.79129 0.107
H -0.76348 1.43138 -2.03383 0.110
H 0.30991 -0.31063 -3.43841 0.123
H -2.26119 -3.26475 -1.74769 0.125
H -3.32690 -1.52532 -0.31457 0.122
H -4.10923 -0.30032 3.59183 0.094
H -2.40114 0.17602 3.68485 0.085
H -3.67458 1.42243 3.53058 0.092
```

**Kohn-Sham gap**: 8.9 eV
**SMILES**: CCN(C[C@@H](C)NC(=O)c1cc(O)nn1C)C(=O)[C@@H](Cc1ccc(F)cc1)OC
**Charge**: 0
**E_LUMO**: 0.49 eV



Arrangement B

Formula: C20H27FN4O4
Source: OMol25
Level of theory: ωB97M-V/def2-TZVPD

XYZ file:
```
56
Properties=species:S:1:pos:R:3:lowdin_charge:R:1
C 1.14393 1.63312 0.77574 -0.059
C 0.63883 0.77240 -0.37541 -0.205
N 0.55365 -0.64333 -0.02060 -0.021
C 1.81548 -1.34717 -0.26443 -0.111
C 1.91718 -2.83489 0.04697 -0.326
C 3.11503 -3.40071 -0.71491 -0.047
N 2.06892 -3.16595 1.46524 0.119
C 2.01678 -2.33211 2.52938 -0.399
O 2.06796 -1.11183 2.48360 0.056
C 1.93292 -3.04284 3.83537 -0.135
C 2.20263 -4.35837 4.17038 0.052
C 1.95656 -4.40447 5.54680 -0.412
O 2.08676 -5.48982 6.33974 0.069
N 1.56810 -3.23949 6.02625 0.139
N 1.55849 -2.40896 4.96546 -0.130
C 1.18728 -1.02156 5.17386 -0.003
C -0.51793 -1.17518 0.62411 -0.393
O -0.53853 -2.28676 1.12032 0.085
C -1.82087 -0.34535 0.61286 -0.269
C -2.49425 -0.47935 -0.76388 -0.068
C -2.43974 -1.88086 -1.31570 -0.225
C -1.53569 -2.20428 -2.32096 -0.038
C -1.41419 -3.50520 -2.79171 -0.009
C -2.21752 -4.47670 -2.23390 -0.284
F -2.10821 -5.74708 -2.67946 0.051
C -3.13146 -4.19556 -1.23766 0.006
C -3.23563 -2.89138 -0.78282 -0.013
O -2.73327 -0.83005 1.56140 -0.139
C -2.30895 -0.65628 2.89898 -0.075
H 1.28437 2.66461 0.44922 0.077
H 0.43178 1.62610 1.60258 0.072
H 2.08830 1.25131 1.16126 0.069
H -0.32156 1.13452 -0.73397 0.098
H 1.32134 0.84596 -1.22490 0.121
H 1.99629 -1.26694 -1.34190 0.126
H 2.62260 -0.81610 0.24133 0.124
H 1.00674 -3.32332 -0.30217 0.138
H 2.95700 -3.32740 -1.79164 0.079
H 4.02782 -2.86137 -0.45401 0.087
H 3.26282 -4.45191 -0.46652 0.079
H 1.83215 -4.12102 1.67914 0.134
H 2.55396 -5.15619 3.54002 0.111
H 1.85464 -5.22135 7.23724 0.109
H 2.06388 -0.37799 5.13621 0.092
H 0.49015 -0.69833 4.40650 0.070
H 0.72537 -0.97099 6.15541 0.088
H -1.61626 0.71150 0.82541 0.138
H -3.52684 -0.15059 -0.63472 0.132
H -2.02117 0.20283 -1.47131 0.110
H -0.90890 -1.42724 -2.74467 0.115
H -0.71820 -3.76712 -3.57713 0.116
H -3.73886 -4.99086 -0.82798 0.120
H -3.92658 -2.65474 0.01549 0.121
H -3.14911 -0.92299 3.53616 0.094
H -1.45968 -1.30157 3.13028 0.074
H -2.03814 0.39071 3.08801 0.093
```

**Kohn-Sham gap**: 9.3 eV
**SMILES**: CCN(C[C@@H](C)NC(=O)c1cc(O)nn1C)C(=O)[C@@H](Cc1ccc(F)cc1)OC
**Charge**: 0
**E_LUMO**: 0.64 eV



Which is most stable, and by how much? arrangement A, by 0.553 eV.



Arrangement A

Formula: CH3F2OP
Source: OMol25
Level of theory: ωB97M-V/def2-TZVPD

XYZ file:
```
8
Properties=species:S:1:pos:R:3:lowdin_charge:R:1
C -1.18002 -0.03531 -0.06541 -0.262
O 0.04524 -0.36872 0.52559 -0.412
F 2.46025 -0.99397 0.11361 -0.263
F 1.94010 1.30253 0.30456 -0.295
P 1.42265 0.00301 -0.58306 0.945
H -1.70572 -0.94838 -0.62481 0.113
H -1.26343 0.96564 -0.59291 0.082
H -1.71907 0.07520 0.92243 0.091
```

**Kohn-Sham gap**: 11.5 eV
**SMILES**: COP(F)F
**Charge**: 0
**E_LUMO**: 0.81 eV



Arrangement B

Formula: CH3F2OP
Source: OMol25
Level of theory: ωB97M-V/def2-TZVPD

XYZ file:
```
8
Properties=species:S:1:pos:R:3:lowdin_charge:R:1
C 1.45529 -1.14647 0.10104 -0.124
O 0.61283 -2.02084 0.19436 -0.016
F -1.99446 -0.08388 1.18618 -0.370
F -2.17899 -0.42243 -1.17349 -0.370
P -3.15268 -0.19328 0.08114 0.801
H -3.14797 1.29597 -0.14386 -0.054
H 1.68867 -0.64889 -0.81465 0.064
H 1.75057 -0.52180 0.92938 0.069
```

**Kohn-Sham gap**: 10.8 eV
**SMILES**: C=O.FPF
**Charge**: 0
**E_LUMO**: 0.69 eV



Which is most stable, and by how much? arrangement A, by 1.334 eV.



Arrangement A

Formula: C8H12N2O2
Source: OMol25
Level of theory: ωB97M-V/def2-TZVPD

XYZ file:
```
24
Properties=species:S:1:pos:R:3:lowdin_charge:R:1
C 1.23548 1.47859 -3.01221 -0.011
C 1.41274 0.19102 -3.39123 -0.110
C 0.39836 1.43578 -1.82672 -0.530
C -0.74778 -1.64588 2.14029 -0.173
C 0.50057 -1.34181 1.29579 -0.149
C -1.30131 -0.25967 2.48473 -0.114
C 0.27799 0.03364 0.79985 0.104
C -1.05622 0.53647 1.18116 -0.409
N 0.72319 -0.60841 -2.52280 -0.059
N 0.04974 0.11800 -1.62353 0.063
O 0.05676 2.36875 -1.08940 -0.035
O -1.16702 1.90974 1.30778 -0.016
H 1.67410 2.36184 -3.42873 0.095
H 1.95139 -0.24609 -4.21308 0.109
H -1.47793 -2.20543 1.55434 0.114
H -0.50824 -2.22644 3.02920 0.110
H 1.41107 -1.36152 1.90353 0.131
H 0.65449 -2.06129 0.48712 0.124
H -2.34985 -0.26842 2.76907 0.121
H -0.72470 0.20428 3.28587 0.126
H 1.09184 0.71315 0.61541 0.130
H -1.78630 0.15683 0.43807 0.174
H 0.47717 -1.57487 -2.66172 0.140
H -0.79553 2.29175 0.47721 0.064
```

**Kohn-Sham gap (spin up / spin down)**: 6.4 / 6.4 eV
**Charge**: 0
**E_LUMO (spin up / spin down)**: -1.11 / -1.11 eV



Arrangement B

Formula: C8H12N2O2
Source: OMol25
Level of theory: ωB97M-V/def2-TZVPD

XYZ file:
```
24
Properties=species:S:1:pos:R:3:lowdin_charge:R:1
C -0.26819 1.64039 0.65843 -0.049
C 0.88204 1.16675 1.15076 -0.028
C -0.91306 0.88587 -0.42214 -0.310
C 1.43544 -0.06465 0.59343 -0.189
C -1.43311 -0.33265 -0.20235 -0.178
C 0.62325 -1.18256 0.42721 -0.121
C -0.65567 1.41129 -1.80077 -0.024
C -2.15260 -0.70361 1.06619 -0.090
N 0.93056 -2.19963 -0.38557 0.149
N 2.69133 0.04580 0.00804 -0.369
O 3.32735 1.07553 0.18468 0.049
O 3.14877 -0.90673 -0.63745 0.003
H -0.64673 2.61077 0.93718 0.114
H 1.48828 1.73989 1.83436 0.112
H -1.74217 -0.91660 -1.06334 0.119
H -0.07769 -1.39222 1.21135 0.111
H -1.19556 2.34817 -1.93776 0.088
H -0.98841 0.70451 -2.55626 0.080
H 0.40418 1.61955 -1.94430 0.089
H -1.74510 -0.18198 1.92930 0.082
H -2.15079 -1.77796 1.24447 0.075
H -3.19613 -0.40145 0.95809 0.086
H 1.78802 -2.11273 -0.92608 0.089
H 0.44600 -3.07575 -0.32747 0.113
```

**Kohn-Sham gap**: 8.5 eV
**SMILES**: C\C=C(C)/C=C\C(=C\N)[N+](=O)[O-]
**Charge**: 0
**E_LUMO**: 0.24 eV



Which is most stable, and by how much? arrangement A, by 1.637 eV.



Arrangement A

Formula: C6H9O3S
Source: OMol25
Level of theory: ωB97M-V/def2-TZVPD

XYZ file:
```
19
Properties=species:S:1:pos:R:3:lowdin_charge:R:1
C -1.02711 0.27261 0.06481 -0.184
C 0.17847 0.00086 0.84163 -0.299
C -1.20274 1.33996 -0.87886 -0.499
C 0.23164 -1.09030 1.85645 -0.113
C 1.46431 0.67796 0.48467 -0.082
C -1.85879 0.91254 -2.16889 -0.029
O -2.97760 -1.37978 -0.77944 -0.560
O -0.93376 2.51852 -0.64562 0.025
O -3.52803 0.15523 1.06994 -0.536
S -2.56345 -0.83202 0.54080 0.681
H 1.16894 -1.64516 1.76674 0.071
H 0.18301 -0.67488 2.86505 0.082
H -0.60721 -1.76529 1.72961 0.025
H 1.27182 1.55782 -0.12185 0.062
H 2.11588 0.00158 -0.07957 0.078
H 1.99747 0.97856 1.38689 0.073
H -2.69639 0.25296 -1.93202 0.047
H -2.18898 1.77775 -2.74235 0.074
H -1.15114 0.32872 -2.75666 0.084
```

**Kohn-Sham gap**: 7.2 eV
**Charge**: -1
**E_LUMO**: 3.64 eV



Arrangement B

Formula: C6H9O3S
Source: OMol25
Level of theory: ωB97M-V/def2-TZVPD

XYZ file:
```
19
Properties=species:S:1:pos:R:3:lowdin_charge:R:1
C -1.47950 1.67132 0.31738 -0.860
C 1.76093 -0.25435 0.83860 -0.175
C 1.89870 1.15747 0.28232 -0.137
C 0.59989 0.70051 0.89186 -0.324
C -2.59023 -0.93508 -0.91463 -0.213
C -0.56784 0.44384 -0.02672 -0.326
O -2.37020 1.31932 1.05540 -0.080
O -1.12590 2.67653 -0.21610 0.025
O -0.76393 -2.20936 0.53660 -0.617
S -1.61161 -0.94579 0.63718 0.965
H 1.78578 -1.20586 0.22150 0.111
H 2.40955 -0.47386 1.67399 0.074
H 2.54315 1.92707 0.92324 0.128
H 2.06632 1.22464 -0.83214 0.107
H 0.44936 1.01515 1.93615 0.154
H -3.38755 -1.54660 -0.86911 0.001
H -2.06488 -1.40186 -1.63763 0.017
H -3.00699 0.01544 -1.00165 0.038
H -0.17301 0.13263 -0.95711 0.111
```

**Kohn-Sham gap**: 7.8 eV
**Charge**: -1
**E_LUMO**: 3.73 eV



Which is most stable, and by how much? arrangement A, by 1.318 eV.



Arrangement A

Formula: C2H3N3S
Source: OMol25
Level of theory: ωB97M-V/def2-TZVPD

XYZ file:
```
9
Properties=species:S:1:pos:R:3:lowdin_charge:R:1
C -0.21564 -0.07152 -0.12980 -0.043
C 0.09236 1.22825 -0.05099 -0.140
N 1.04169 -0.70928 0.07604 0.049
N 1.43549 1.45549 0.08498 0.066
N 1.97814 0.32730 0.07198 -0.693
S 3.54768 -0.23586 -0.03296 0.477
H -1.15700 -0.58476 0.02880 0.114
H -0.52784 2.12133 0.03001 0.113
H 1.63045 -1.48706 -0.07344 0.057
```

**Kohn-Sham gap (spin up / spin down)**: 8.3 / 8.3 eV
**SMILES**: [S-][n+]1ncc[nH]1
**Charge**: 0
**E_LUMO (spin up / spin down)**: 0.14 / 0.14 eV



Arrangement B

Formula: C2H3N3S
Source: OMol25
Level of theory: ωB97M-V/def2-TZVPD

XYZ file:
```
9
Properties=species:S:1:pos:R:3:lowdin_charge:R:1
C -0.93751 -0.39500 -0.32460 -0.586
C -1.70426 0.81592 -0.77646 -0.453
N -0.83097 1.57473 0.08089 0.010
N -0.02403 0.52321 0.34366 -0.310
N 1.21430 0.25033 0.66888 0.108
S -2.61260 -0.31585 0.36575 0.764
H -0.59658 -1.31120 -0.72614 0.072
H -0.84212 2.47952 0.48388 0.140
H 1.30687 -1.45514 0.66488 0.255
```

**Kohn-Sham gap (spin up / spin down)**: 6.6 / 6.6 eV
**Charge**: 0
**E_LUMO (spin up / spin down)**: -1.40 / -1.42 eV



Which is most stable, and by how much? arrangement A, by 6.900 eV.